A structure of composition C41H33BrCl2CrF3N2O4, computed with the ωB97M-V functional and the def2-TZVPD basis.

## Properties
M (g/mol): 877.53
E_tot (eV): -185888.90343
HOMO level (spin up / spin down) (eV): -8.49 / -8.53
Orbital gap (spin up / spin down) (hartree): 0.3115 / 0.3069

Geometry as ORCA input:
```
! wB97M-V def2-TZVPD RIJCOSX def2/J DEFGRID3
* xyz 0 4
Cr -0.667 -0.508 -0.441
O -0.900 1.038 0.613
C -0.741 2.383 0.315
C -0.145 2.554 -1.103
C 1.110 1.760 -1.298
C 2.319 2.409 -1.480
C 3.481 1.670 -1.609
C 3.403 0.296 -1.535
C 2.172 -0.312 -1.339
C 2.072 -1.783 -1.104
C 1.679 -2.057 0.376
O 0.513 -1.373 0.715
C 2.835 -1.538 1.233
C 2.755 -0.278 1.809
C 3.840 0.258 2.491
C 5.017 -0.466 2.609
C 5.101 -1.732 2.042
C 4.018 -2.262 1.358
C 1.451 -3.547 0.625
C 0.997 -3.919 1.889
C 0.713 -5.239 2.180
C 0.880 -6.222 1.208
C 1.338 -5.866 -0.046
C 1.623 -4.534 -0.335
N 1.041 0.415 -1.253
C 0.174 3.029 1.365
C 0.492 2.331 2.521
C 1.288 2.911 3.501
C 1.777 4.198 3.336
C 1.451 4.909 2.189
C 0.650 4.330 1.217
C -2.106 3.078 0.414
C -2.521 4.086 -0.446
C -3.781 4.662 -0.317
C -4.641 4.238 0.682
C -4.226 3.242 1.560
C -2.972 2.671 1.428
H 0.096 3.596 -1.302
H -0.900 2.261 -1.834
H 2.335 3.489 -1.496
H 4.436 2.162 -1.735
H 4.286 -0.325 -1.583
H 3.032 -2.245 -1.330
H 1.313 -2.207 -1.756
H 1.834 0.277 1.704
H 3.761 1.247 2.924
H 5.863 -0.053 3.143
H 6.011 -2.310 2.137
H 4.087 -3.254 0.927
H 0.853 -3.151 2.639
H 0.355 -5.509 3.165
H 0.651 -7.255 1.432
H 1.465 -6.618 -0.813
H 1.968 -4.285 -1.327
H 0.113 1.325 2.637
H 1.528 2.350 4.395
H 2.401 4.648 4.097
H 1.814 5.919 2.054
H 0.380 4.916 0.347
H -1.878 4.429 -1.245
H -4.088 5.439 -1.005
H -5.621 4.683 0.783
H -4.885 2.910 2.352
H -2.652 1.884 2.098
Cl -2.487 -1.363 1.158
C -3.723 -2.565 0.690
Cl -4.461 -2.226 -0.868
H -4.484 -2.486 1.458
H -3.218 -3.522 0.647
Br -5.004 1.959 -4.986
C -3.827 1.241 -3.711
C -4.094 1.392 -2.364
C -3.186 0.858 -1.464
N -2.084 0.212 -1.849
C -1.852 0.048 -3.158
C -2.696 0.555 -4.127
H -4.967 1.916 -2.006
H -3.337 0.956 -0.399
H -0.968 -0.513 -3.423
H -2.475 0.407 -5.174
F 0.318 -3.903 -3.411
C -0.950 -4.021 -2.973
F -1.241 -5.318 -2.929
F -1.731 -3.457 -3.917
C -1.157 -3.309 -1.609
O -1.632 -3.929 -0.687
O -0.790 -2.086 -1.677
*
```

Atom charges from the Mulliken analysis, given in e for atoms 1 to 5: Cr 0.168; O -0.034; C 3.405; C -1.740; C -0.497

---

The molecule C6H16N2O, computed with the ωB97M-V functional and the def2-TZVPD basis.

## Properties
M (g/mol): 132.21
Energy relative to the best compared isomer or geometry (same formula, charge and spin) (kcal per mole): 14.7
E_tot (eV): -11509.41755
HOMO level (eV): -8.96
Orbital gap (hartree): 0.3612

Geometry as ORCA input:
```
! wB97M-V def2-TZVPD RIJCOSX def2/J DEFGRID3
* xyz 0 1
C -0.400 -0.097 -0.088
C 1.702 1.337 0.374
C 0.878 0.018 0.730
C -1.096 -1.444 0.491
C -0.100 -0.238 -1.575
C -2.498 -1.692 -0.051
N -1.199 1.089 0.126
N 2.568 1.112 -0.745
O 2.489 1.748 1.496
H 1.905 1.977 2.226
H 0.996 2.138 0.111
H -1.990 1.124 -0.504
H -1.534 1.143 1.081
H 3.090 1.957 -0.957
H 3.245 0.392 -0.511
H 0.636 0.070 1.793
H 1.531 -0.834 0.548
H -1.145 -1.405 1.583
H -0.457 -2.289 0.228
H 0.408 -1.179 -1.767
H 0.560 0.565 -1.888
H -1.020 -0.213 -2.155
H -2.923 -2.590 0.396
H -3.164 -0.864 0.189
H -2.481 -1.825 -1.131
*
```

Atom charges from the Mulliken analysis, given in e for atoms 1 to 5: C 1.454; C -0.143; C -1.215; C -0.789; C -1.825

---

A structure of composition C54H66N3O4S2Sn, computed with the ωB97M-V functional and the def2-TZVPD basis.

## Properties
M (g/mol): 1003.98
E_tot (eV): -97226.63138
HOMO level (spin up / spin down) (eV): -9.84 / -9.74
Orbital gap (spin up / spin down) (hartree): 0.2072 / 0.2023

Geometry as ORCA input:
```
! wB97M-V def2-TZVPD RIJCOSX def2/J DEFGRID3
* xyz 1 1
Sn 0.395 2.644 -2.190
C 3.651 3.167 -0.799
O 2.528 2.295 -0.677
C 2.661 1.375 0.352
C 2.331 1.724 1.667
C 1.583 3.007 2.013
C 0.136 2.673 2.287
C -0.287 2.362 3.555
C -1.616 2.013 3.843
C -2.519 1.888 2.763
C -2.167 2.176 1.477
C -3.152 1.988 0.350
C -3.013 0.578 -0.196
C -3.472 -0.490 0.562
C -3.365 -1.811 0.138
C -2.644 -2.042 -1.027
C -2.156 -1.004 -1.814
C -1.328 -1.333 -3.042
C 0.041 -1.819 -2.638
C 0.412 -3.121 -2.781
C 1.712 -3.577 -2.450
C 2.654 -2.642 -1.986
C 2.350 -1.316 -1.817
C 3.383 -0.324 -1.374
C 3.172 0.119 0.059
C 3.510 -0.726 1.114
C 3.343 -0.355 2.441
C 2.687 0.851 2.684
C 3.901 -1.165 3.609
C 4.687 -2.386 3.137
C 2.757 -1.628 4.519
C 4.857 -0.267 4.411
C 1.003 -0.868 -2.097
O 0.653 0.309 -1.871
C 2.047 -5.047 -2.635
C 3.496 -5.369 -2.271
C 1.117 -5.875 -1.731
C 1.816 -5.439 -4.104
C -2.428 0.303 -1.431
O -2.189 1.341 -2.323
C -3.246 1.464 -3.299
C -4.044 -2.926 0.930
C -3.388 -3.053 2.311
C -3.955 -4.273 0.213
C -5.531 -2.579 1.104
C -0.827 2.688 1.212
O -0.543 3.191 0.100
C -2.117 1.796 5.259
C -2.681 0.371 5.384
C -3.235 2.814 5.543
C -1.018 1.983 6.305
H 3.865 3.657 0.152
H 3.394 3.911 -1.552
H 4.531 2.607 -1.124
H 1.650 3.724 1.196
H 2.016 3.453 2.908
H 0.439 2.395 4.355
H -3.533 1.564 2.962
H -2.975 2.716 -0.439
H -4.159 2.132 0.741
H -3.928 -0.274 1.522
H -2.442 -3.056 -1.348
H -1.232 -0.455 -3.683
H -1.809 -2.123 -3.619
H -0.311 -3.827 -3.172
H 3.663 -2.964 -1.770
H 3.345 0.541 -2.032
H 4.365 -0.787 -1.473
H 3.930 -1.694 0.870
H 2.443 1.127 3.704
H 4.047 -3.111 2.630
H 5.129 -2.886 4.001
H 5.500 -2.106 2.465
H 2.051 -2.254 3.970
H 2.209 -0.780 4.935
H 3.152 -2.210 5.354
H 5.665 0.101 3.776
H 5.297 -0.831 5.235
H 4.340 0.596 4.833
H 3.710 -5.152 -1.223
H 4.202 -4.817 -2.894
H 3.677 -6.432 -2.432
H 1.225 -5.583 -0.685
H 1.370 -6.933 -1.819
H 0.070 -5.757 -2.012
H 2.455 -4.854 -4.768
H 0.781 -5.291 -4.411
H 2.057 -6.495 -4.239
H -3.941 0.633 -3.193
H -2.818 1.453 -4.294
H -3.776 2.404 -3.133
H -2.331 -3.307 2.217
H -3.878 -3.839 2.890
H -3.465 -2.123 2.877
H -2.926 -4.633 0.148
H -4.373 -4.220 -0.793
H -4.526 -5.016 0.772
H -5.670 -1.665 1.682
H -6.043 -3.388 1.627
H -6.011 -2.441 0.133
H -3.550 0.221 4.742
H -2.991 0.188 6.414
H -1.928 -0.373 5.115
H -4.069 2.706 4.850
H -2.859 3.836 5.465
H -3.616 2.666 6.555
H -0.224 1.242 6.196
H -1.448 1.863 7.300
H -0.577 2.980 6.254
C 3.127 -0.377 -5.957
S 1.380 0.026 -6.104
C 1.232 1.484 -5.141
S 2.525 2.043 -4.130
N 0.059 2.039 -5.314
N -0.229 3.048 -4.425
C -0.874 4.044 -4.891
C -1.284 5.116 -3.968
C -1.932 6.262 -4.397
C -2.243 7.233 -3.457
C -1.906 7.021 -2.128
C -1.270 5.833 -1.791
N -0.961 4.914 -2.696
H 3.273 -1.240 -6.604
H 3.741 0.450 -6.304
H 3.390 -0.633 -4.932
H -1.113 4.123 -5.949
H -2.187 6.385 -5.441
H -2.741 8.144 -3.760
H -2.127 7.756 -1.367
H -0.987 5.611 -0.769
*
```

Atom charges from the Mulliken analysis, given in e for atoms 1 to 5: Sn 1.612; C -1.198; O 0.814; C -0.202; C 0.567

---

A cluster of 9 separate species, C5H26NO10 in total, computed with the ωB97M-V functional and the def2-TZVPD basis.

## Properties
M (g/mol): 260.26
Energy relative to the best compared isomer or geometry (same formula, charge and spin) (kcal per mole): 10.5
E_tot (eV): -27566.09829
HOMO level (eV): -12.50
Orbital gap (hartree): 0.3525

Geometry as ORCA input:
```
! wB97M-V def2-TZVPD RIJCOSX def2/J DEFGRID3
* xyz 1 1
O 1.404 0.804 2.302
C 0.520 1.531 1.895
O 0.597 2.828 2.176
C -0.837 1.013 1.420
C -0.589 -0.315 0.685
C -1.664 -0.651 -0.223
C -1.513 -1.535 -1.201
N -1.532 2.043 0.599
H 1.057 3.086 2.991
H -1.538 0.736 2.229
H 0.427 -0.349 0.272
H -0.539 -1.086 1.485
H -2.701 -0.364 -0.004
H -2.316 -2.029 -1.715
H -0.617 -2.124 -1.512
H -1.011 2.094 -0.310
H -2.526 1.817 0.559
H -1.498 2.989 1.018
H 1.685 -1.147 -4.177
H 1.752 -2.264 -3.050
O 1.255 -1.899 -3.774
H 1.055 -2.885 1.598
H 0.558 -4.295 1.826
O 0.729 -3.484 2.312
H -0.627 -2.650 2.743
H -1.755 -2.134 3.741
O -1.429 -2.061 2.844
H 1.242 1.093 -1.453
H 0.273 2.023 -2.218
O 0.636 1.848 -1.313
H 3.351 -0.134 -1.803
H 2.334 -0.862 -0.870
O 2.429 -0.387 -1.740
H -2.066 1.461 -2.402
H -2.957 2.611 -2.370
O -2.639 1.934 -1.763
H -1.020 0.655 -4.094
H -0.136 -0.205 -3.098
O -0.527 0.657 -3.268
H 3.172 -1.508 1.073
H 2.015 -0.544 1.340
O 2.269 -1.303 0.775
*
```

Atom charges from the Mulliken analysis, given in e for atoms 1 to 5: O -0.703; C 0.514; O -0.497; C -0.509; C 2.097